Record 1
C2H2N2OS | ωB97M-V/def2-TZVPD

Element x y z (Å)
S -2.6233 -0.0908 -0.0402
C -0.9319 -0.1595 0.0336
N -0.0842 -1.2344 0.0125
C 1.0655 -0.7171 -0.0781
O 1.1003 0.6400 -0.0039
N -0.1966 0.9454 -0.1035
H 2.0563 -1.2507 -0.0630
H -0.3860 1.8672 0.2426

Output
E_tot = -660.2789 Ha
HOMO-LUMO gap = 8.5 eV
SMILES string = S=c1nco[nH]1
molecular weight = 102.12 g/mol
LUMO energy = -0.0014 Ha
energy above the lowest of the compared OMol25 structures with the same formula, charge and spin = 180.7 kJ/mol

Record 2
C22H15F3Na | ωB97M-V/def2-TZVPD

Element x y z (Å)
F 2.9894 3.5552 2.1690
C 2.9702 2.1973 1.9229
C 4.1828 1.5749 1.6165
C 4.1234 0.2068 1.3309
F 5.3049 -0.4468 1.0569
C 2.9411 -0.5024 1.2907
C 1.6944 0.1626 1.5328
C 0.5011 -0.5504 1.3012
C -0.8376 -0.1494 1.6137
C -1.7526 -1.1241 2.1244
C -3.1064 -0.8483 2.2735
C -3.6260 0.3915 1.8724
C -2.7207 1.3396 1.4006
F -3.2327 2.5158 0.8771
C -1.3542 1.1407 1.3220
C 1.7513 1.5302 1.9476
H 5.1202 2.1210 1.6041
H 2.9329 -1.5589 1.0266
H 0.6343 -1.5841 0.9557
H -1.3421 -2.0869 2.4469
H -3.7741 -1.5949 2.7183
H -4.6828 0.6361 1.9572
H -0.6997 1.9384 0.9726
H 0.8431 2.0540 2.2342
C 1.6369 -0.7911 -2.5668
Na -2.7718 -1.4426 -0.2692
C 1.8189 0.3479 -1.7429
C 0.5414 0.8410 -1.3782
C -0.4612 0.0504 -2.0187
C 0.2278 -1.0319 -2.7020
C -0.5232 -2.0446 -3.3071
C -1.9159 -1.9650 -3.2941
C -2.5788 -0.8435 -2.7608
C -1.8581 0.1605 -2.1022
H 2.4203 -1.3811 -3.0444
H 2.7769 0.7644 -1.4366
H 0.3279 1.7403 -0.8036
H 0.0093 -2.8732 -3.7810
H -2.5035 -2.7650 -3.7492
H -3.6587 -0.7405 -2.9004
H -2.3483 1.0562 -1.7108

Output
E_tot = -1309.2497 Ha
HOMO-LUMO gap = 4.1 eV
molecular weight = 359.35 g/mol
LUMO energy = 0.0561 Ha
charge = -1

Record 3
C52H55CsN9O4S | ωB97M-V/def2-TZVPD

Element x y z (Å)
Cs 0.4211 -0.3451 -0.0069
C -3.3526 -0.4494 3.5549
N -2.5765 -1.6682 3.3651
C -3.3787 -2.7503 2.8325
C -3.6058 -2.7052 1.3306
C -3.9965 -3.8665 0.6678
C -4.1963 -3.8229 -0.7003
C -3.9986 -2.6233 -1.3672
C -3.6065 -1.5230 -0.6240
N -3.4195 -1.5550 0.6964
C -1.8048 -2.0609 4.5256
C -0.5540 -1.2429 4.7864
C -0.1111 -1.0557 6.0893
C 1.0580 -0.3443 6.3069
C 1.7407 0.1580 5.2150
C 1.2194 -0.0820 3.9500
N 0.1030 -0.7649 3.7331
C -2.5329 0.8212 3.5277
C -2.2121 1.4894 4.7042
C -1.4476 2.6429 4.6411
C -1.0469 3.1007 3.3979
C -1.4345 2.3785 2.2759
N -2.1610 1.2695 2.3288
H -3.9155 -0.4942 4.5066
H -4.0635 -0.3844 2.7353
H -4.3637 -2.8153 3.3324
H -2.8722 -3.6919 3.0517
H -4.1220 -4.7891 1.2227
H -4.4870 -4.7139 -1.2431
H -4.1205 -2.5413 -2.4387
H -3.4166 -0.5657 -1.0976
H -1.4720 -3.0921 4.3744
H -2.4165 -2.0611 5.4478
H -0.6817 -1.4590 6.9174
H 1.4322 -0.1893 7.3115
H 2.6693 0.7031 5.3217
H 1.7369 0.2788 3.0655
H -2.5477 1.0893 5.6527
H -1.1705 3.1732 5.5439
H -0.4521 3.9975 3.2831
H -1.1432 2.7139 1.2857
C -0.2979 4.9894 -8.2179
O -1.6347 4.6469 -8.5152
C -2.0284 3.3672 -8.2333
C -3.3628 3.0701 -8.4944
C -3.8530 1.8024 -8.2398
C -3.0253 0.8309 -7.6899
C -1.6905 1.1197 -7.4548
C -1.1863 2.3851 -7.7270
N -3.5389 -0.5027 -7.5244
N -3.3734 -1.1293 -6.4651
C -2.7470 -0.5599 -5.3272
C -2.9046 0.7531 -4.9283
C -2.3428 1.2425 -3.7531
C -1.5520 0.4399 -2.9126
O -0.9739 0.8495 -1.8563
C -1.4263 -0.9670 -3.3026
N -0.7251 -1.7680 -2.4661
C -0.5874 -3.0354 -2.7648
C -1.1362 -3.6136 -3.9254
C -1.8548 -2.8255 -4.7806
C -2.0287 -1.4547 -4.4840
H -0.1871 6.0371 -8.4858
H 0.4089 4.3918 -8.8009
H -0.0806 4.8635 -7.1536
H -3.9961 3.8472 -8.9023
H -4.8862 1.5602 -8.4540
H -1.0425 0.3604 -7.0368
H -0.1447 2.5900 -7.5272
H -3.4943 1.4315 -5.5319
H -2.4967 2.2748 -3.4646
H -0.0149 -3.6437 -2.0694
H -0.9863 -4.6675 -4.1217
H -2.2966 -3.2339 -5.6799
O 1.8961 1.0664 -2.2840
H 0.9242 1.0170 -2.1817
H 2.2685 0.2618 -1.9076
N 4.3605 6.6836 0.3191
C 3.5991 6.4006 1.3887
S 3.3930 7.4583 2.6304
C 2.9467 5.0594 1.3438
C 2.6875 4.3583 2.5151
C 2.1025 3.1076 2.4238
N 1.7553 2.5257 1.2754
C 1.9940 3.2069 0.1563
C 2.5842 4.4644 0.1416
H 4.8563 7.5580 0.2955
H 4.6034 5.9666 -0.3430
H 2.9468 4.7829 3.4744
H 1.8958 2.5452 3.3281
H 1.7260 2.7245 -0.7763
H 2.7094 4.9618 -0.8114
C 5.3668 -0.8423 0.7725
C 4.3665 -0.3852 1.8366
C 5.0078 0.6319 2.7745
C 3.7433 -1.5714 2.5382
C 4.1005 -1.9658 3.8161
C 3.4679 -3.0273 4.4542
C 2.4560 -3.6975 3.7764
C 2.0651 -3.3532 2.4904
C 0.9732 -4.1567 1.8071
C 1.5346 -4.9511 0.6237
C -0.2311 -3.3281 1.3400
C 2.7157 -2.2690 1.8235
O 2.3684 -1.8767 0.6435
H 5.7633 0.0077 0.2076
H 4.8804 -1.5280 0.0791
H 6.2081 -1.3606 1.2416
H 3.5471 0.1137 1.3064
H 5.9030 0.2314 3.2586
H 4.3190 0.9431 3.5648
H 5.3093 1.5249 2.2201
H 4.8766 -1.4215 4.3461
H 3.7488 -3.3177 5.4593
H 1.9440 -4.5244 4.2639
H 0.6141 -4.8756 2.5550
H 1.9530 -4.2596 -0.1102
H 0.7512 -5.5451 0.1414
H 2.3292 -5.6270 0.9462
H 0.1015 -2.6910 0.5262
H -0.6133 -2.6585 2.1142
H -1.0326 -3.9793 0.9813

Output
E_tot = -3226.6927 Ha
HOMO-LUMO gap = 5.3 eV
molecular weight = 1035.04 g/mol
LUMO energy = 0.0484 Ha
charge = -1